C48H58Br2N3O2P2TeTi as an isolated structure, computed with ωB97M-V with the def2-TZVPD basis set.

Highest occupied orbital energy   -9.643 eV
Orbital gap   0.222 Ha
Electronic energy   -9126.7405 Eh

Structure (ORCA input):
```
! wB97M-V def2-TZVPD RIJCOSX def2/J DEFGRID3
* xyz 1 1
Ti -0.666 -0.034 0.043
O 3.577 0.400 -0.306
C 3.735 -0.265 -1.475
C 4.879 0.034 -2.208
C 5.129 -0.603 -3.410
C 4.240 -1.548 -3.907
C 3.108 -1.853 -3.172
C 2.837 -1.227 -1.957
C 1.656 -1.694 -1.140
O 0.757 -0.670 -0.887
N 2.096 -2.279 0.145
N 1.924 -1.530 1.257
C 2.592 -1.837 2.299
C 2.325 -1.216 3.591
Br 1.035 0.171 3.586
C 2.843 -1.618 4.753
C 3.857 -2.680 4.916
C 3.626 -3.690 5.850
C 4.542 -4.715 6.021
C 5.713 -4.733 5.275
C 5.967 -3.715 4.367
C 5.047 -2.692 4.191
H 2.733 0.195 0.121
H 5.559 0.777 -1.810
H 6.025 -0.356 -3.965
H 4.435 -2.048 -4.846
H 2.411 -2.599 -3.538
H 1.144 -2.487 -1.695
H 2.990 -2.754 0.064
H 3.340 -2.629 2.285
H 2.474 -1.156 5.661
H 2.718 -3.672 6.442
H 4.347 -5.496 6.743
H 6.433 -5.528 5.414
H 6.892 -3.708 3.805
H 5.268 -1.879 3.509
C -0.392 -0.026 -4.524
C -1.666 -0.395 -3.768
C -1.721 -1.909 -3.570
P -1.955 0.477 -2.160
C -2.270 2.280 -2.500
C -3.254 2.868 -1.487
C -2.763 2.540 -3.923
C -3.580 -0.114 -1.619
C -4.700 -0.228 -2.433
C -5.946 -0.489 -1.884
C -6.067 -0.610 -0.505
C -4.957 -0.514 0.320
C -3.698 -0.294 -0.236
N -2.516 -0.246 0.520
C -2.575 -0.244 1.950
C -3.091 0.865 2.615
C -3.086 0.898 3.997
C -2.524 -0.155 4.708
C -1.980 -1.242 4.044
C -2.015 -1.318 2.651
P -1.100 -2.507 1.596
C -0.232 -3.597 2.827
C 0.735 -4.560 2.136
C -1.181 -4.422 3.708
C -2.302 -3.712 0.838
C -2.344 -3.539 -0.675
C -3.702 -3.715 1.444
H -0.446 -0.470 -5.521
H 0.488 -0.431 -4.018
H -0.238 1.044 -4.630
H -2.526 -0.091 -4.372
H -0.916 -2.239 -2.910
H -1.577 -2.397 -4.536
H -2.671 -2.246 -3.160
H -1.296 2.753 -2.367
H -4.270 2.525 -1.685
H -3.237 3.955 -1.578
H -2.999 2.616 -0.458
H -3.711 2.033 -4.118
H -2.043 2.247 -4.684
H -2.947 3.610 -4.035
H -4.611 -0.105 -3.506
H -6.814 -0.580 -2.521
H -7.038 -0.791 -0.064
H -5.067 -0.621 1.391
H -3.483 1.692 2.036
H -3.492 1.754 4.519
H -2.488 -0.119 5.788
H -1.510 -2.018 4.628
H 0.348 -2.911 3.453
H 0.206 -5.232 1.456
H 1.223 -5.182 2.889
H 1.500 -4.048 1.562
H -1.592 -5.263 3.149
H -2.017 -3.862 4.118
H -0.614 -4.841 4.543
H -1.834 -4.677 1.049
H -2.634 -2.523 -0.942
H -3.079 -4.214 -1.121
H -1.374 -3.751 -1.130
H -4.263 -2.837 1.128
H -3.690 -3.734 2.533
H -4.247 -4.596 1.098
Br -0.356 2.296 0.514
C 2.888 1.954 -4.381
Te 1.643 2.458 -2.719
C 1.438 4.345 -3.712
C 1.858 4.108 -5.141
C 1.563 5.034 -6.138
C 1.959 4.811 -7.447
C 2.658 3.655 -7.770
C 2.956 2.731 -6.782
C 2.559 2.949 -5.465
H 2.692 0.929 -4.699
H 3.929 2.019 -4.073
H 2.075 5.079 -3.221
H 0.408 4.693 -3.655
H 1.016 5.935 -5.885
H 1.719 5.534 -8.215
H 2.967 3.474 -8.791
H 3.500 1.828 -7.031
*
```